(1)
Computed, not measured: 2 unconnected molecules or ions with the total composition C2HN2O2 in a non-equilibrium geometry, with the ωB97M-V functional and the def2-TZVPD basis.

Each line ends with the Mulliken charge.
CARTESIAN COORDINATES (ANGSTROEM)
O (-0.824, -1.849, 0.008)  -0.632
O (-2.377, -0.260, -0.046)  -0.606
N (-1.147, -0.662, 0.003)  0.779
N (3.310, 0.528, 0.066)  -0.408
C (-0.440, 0.409, -0.151)  -0.194
C (2.171, 0.458, -0.102)  -0.242
H (-0.693, 1.377, 0.222)  0.303

Its charge is -1. The LUMO energy (spin up / spin down) comes out at 2.735 / 2.737 eV. The total energy is -336.5959 hartree. The calculation puts the strongest force on any atom at 2.73 eV/Å. For the molecular weight, the calculation gives 85.04 g/mol.

***

(2)
Computed, not measured: a gas-phase ion, C2HN2O3S (charge -1) in a non-equilibrium geometry, with the ωB97M-V functional and the def2-TZVPD basis.

Each line ends with the Mulliken charge.
CARTESIAN COORDINATES (ANGSTROEM)
S (0.374, -0.399, -1.172)  0.505
O (-0.659, 2.122, 1.166)  -0.388
O (1.382, -1.234, 2.450)  -0.528
O (-0.185, -1.191, -2.302)  -0.629
N (-0.661, 0.773, -0.898)  -0.261
N (0.265, -1.362, 0.363)  -0.365
C (0.145, 1.513, 0.518)  -0.193
C (0.890, -1.244, 1.364)  0.650
H (-1.551, 1.022, -1.489)  0.209

Its charge is -1. The LUMO energy comes out at 3.824 eV. The total energy is -810.2158 hartree. The calculation puts the strongest force on any atom at 3.00 eV/Å. For the molecular weight, the calculation gives 133.11 g/mol.

***

(3)
Computed, not measured: C2HN2PS in the gas phase in a non-equilibrium geometry, with the ωB97M-V functional and the def2-TZVPD basis.

Each line ends with the Mulliken charge.
CARTESIAN COORDINATES (ANGSTROEM)
S (0.468, -0.319, -0.091)  -0.030
P (-4.081, -0.450, -0.245)  -0.153
N (-3.322, 2.260, 0.755)  -0.417
N (-1.231, -0.545, 0.119)  -0.263
C (-3.775, 1.212, 0.438)  0.232
C (-2.380, -0.341, -0.199)  0.440
H (0.855, -0.731, 1.190)  0.190

The LUMO energy comes out at -0.310 eV. The total energy is -925.7609 hartree. The calculation puts the strongest force on any atom at 3.40 eV/Å. For the molecular weight, the calculation gives 116.08 g/mol.

***

(4)
Computed, not measured: C2HN3O3 in the gas phase in a non-equilibrium geometry, with the ωB97M-V functional and the def2-TZVPD basis.

Each line ends with the Mulliken charge.
CARTESIAN COORDINATES (ANGSTROEM)
O (-0.880, 1.136, 0.356)  -0.150
O (-2.814, -0.116, -0.315)  -0.380
O (2.288, -0.293, -0.163)  -0.457
N (-1.036, -1.242, 0.126)  -0.114
N (0.173, -1.267, 0.193)  -0.148
N (0.441, 1.052, -0.163)  -0.320
C (-1.693, 0.053, -0.035)  0.586
C (0.968, -0.049, -0.160)  0.570
H (2.553, 0.726, 0.160)  0.413

The LUMO energy comes out at -1.239 eV. The total energy is -466.6412 hartree. The calculation puts the strongest force on any atom at 5.26 eV/Å. For the molecular weight, the calculation gives 115.05 g/mol.

***

(5)
Computed, not measured: C2HN3OS in the gas phase, with the ωB97M-V functional and the def2-TZVPD basis.

Each line ends with the Mulliken charge.
CARTESIAN COORDINATES (ANGSTROEM)
S (-2.488, -0.259, -0.166)  -0.218
O (1.767, -0.302, -0.288)  -0.065
N (-0.150, -1.455, 0.138)  -0.112
N (1.071, -1.495, -0.036)  -0.039
N (1.215, 0.917, -0.082)  -0.245
C (-0.886, -0.253, 0.032)  0.269
C (-0.056, 0.942, 0.105)  -0.025
H (-0.471, 1.904, 0.298)  0.434

The LUMO energy comes out at -1.834 eV. The total energy is -714.3481 hartree. The calculation puts the strongest force on any atom at 0.86 eV/Å. For the molecular weight, the calculation gives 115.12 g/mol.

***

(6)
Computed, not measured: C2HN3OS in the gas phase in a non-equilibrium geometry, with the ωB97M-V functional and the def2-TZVPD basis.

Each line ends with the Mulliken charge.
CARTESIAN COORDINATES (ANGSTROEM)
S (-2.484, -0.248, -0.132)  -0.222
O (1.778, -0.313, -0.243)  -0.115
N (-0.201, -1.454, 0.136)  -0.076
N (1.021, -1.566, -0.029)  -0.049
N (1.242, 0.911, -0.052)  -0.215
C (-0.039, 0.957, 0.096)  -0.052
C (-0.890, -0.240, -0.005)  0.307
H (-0.427, 1.954, 0.230)  0.421

The LUMO energy comes out at -1.912 eV. The total energy is -714.3447 hartree. The calculation puts the strongest force on any atom at 2.22 eV/Å. For the molecular weight, the calculation gives 115.12 g/mol.

***

(7)
Computed, not measured: a molecular structure, C2HN4O3 in a non-equilibrium geometry, with the ωB97M-V functional and the def2-TZVPD basis.

Each line ends with the Mulliken charge.
CARTESIAN COORDINATES (ANGSTROEM)
O (-1.625, -0.605, -1.743)  -0.447
O (1.233, 2.028, 0.297)  -0.188
O (-1.520, 1.546, -1.203)  -0.387
N (-1.280, 0.400, -1.212)  0.946
N (0.008, -1.237, 0.248)  -0.187
N (1.579, 0.027, 1.552)  0.238
N (1.300, -1.078, 1.606)  0.009
C (1.019, 0.934, 0.598)  0.251
C (-0.024, -0.065, -0.125)  0.446
H (-0.690, -1.949, -0.018)  0.318

Its charge is +1. The LUMO energy comes out at -7.669 eV. The total energy is -521.0240 hartree. The calculation puts the strongest force on any atom at 4.01 eV/Å. For the molecular weight, the calculation gives 129.06 g/mol.

***

(8)
Computed, not measured: C2HN5O in the gas phase in a non-equilibrium geometry, with the ωB97M-V functional and the def2-TZVPD basis.

Each line ends with the Mulliken charge.
CARTESIAN COORDINATES (ANGSTROEM)
O (1.006, -1.686, -0.077)  -0.484
N (-1.538, 0.240, -0.388)  -0.170
N (0.978, 0.541, -0.735)  -0.194
N (1.082, 1.234, 0.399)  -0.013
N (-0.907, -0.608, -1.179)  -0.157
N (0.132, 0.712, 1.459)  -0.211
C (0.222, -0.747, -0.596)  0.839
C (-0.978, 0.459, 0.946)  -0.042
H (-1.740, 0.390, 1.625)  0.431

The LUMO energy comes out at -2.767 eV. The total energy is -425.5740 hartree. The calculation puts the strongest force on any atom at 14.28 eV/Å. For the molecular weight, the calculation gives 111.06 g/mol.

***

Question: The lowest molecular weight belongs to which entry?
Answer: C2HN2O2